This record from OMol25 describes C20H31Cl2N5O6S2 as an isolated structure in a non-equilibrium geometry. The level of theory is ωB97M-V with the def2-TZVPD basis set.

XYZ file:
```
66
C20H31Cl2N5O6S2 ωB97M-V with the def2-TZVPD basis set
Cl 5.964 -0.299 -1.602
Cl 4.337 -2.585 1.805
S 3.492 0.169 0.163
S 1.143 -1.205 -0.484
O 2.502 -3.508 -0.779
O 0.282 -0.575 0.559
O 3.030 0.087 1.548
O 1.372 -3.482 1.088
O 0.266 -1.414 -1.669
O 3.926 1.565 -0.082
N -2.417 7.634 -2.151
N 5.811 -5.232 2.173
N 2.383 -0.197 -1.016
N -4.576 3.500 1.257
N -5.580 0.213 -2.879
C -4.437 6.628 -3.504
C 5.337 -1.978 0.437
C -5.310 5.768 -2.585
C -3.641 0.772 -0.046
C 4.959 -0.855 -0.199
C 4.504 -7.995 0.533
C 6.560 -2.862 0.085
C 4.142 -6.508 0.592
C -4.557 4.589 -1.980
C -5.080 0.311 -0.296
C 5.087 -5.789 1.481
C -5.361 0.255 -1.754
C -1.459 3.360 2.795
C 1.720 -2.929 -0.005
C -2.053 4.170 1.639
C -2.184 3.593 4.116
C -3.295 7.196 -2.742
C -2.598 -0.158 -0.653
C -3.472 3.789 1.423
C 5.904 -8.245 -0.016
H 3.129 -6.379 0.977
H -4.050 6.031 -4.333
H -5.244 -0.680 0.135
H -5.024 7.448 -3.922
H -5.224 3.992 -1.358
H -1.492 3.979 0.721
H 6.108 -9.318 -0.068
H -4.150 3.941 -2.761
H -2.002 5.240 1.850
H -5.783 1.005 0.171
H -5.713 6.385 -1.777
H -3.733 4.919 -1.345
H -1.594 0.196 -0.420
H -2.161 4.651 4.396
H 3.776 -8.512 -0.098
H 6.010 -7.830 -1.022
H 7.292 -2.937 0.924
H 6.149 -3.893 -0.084
H -1.710 3.021 4.915
H 6.671 -7.800 0.622
H -6.162 5.389 -3.156
H -1.491 2.295 2.555
H 7.066 -2.569 -0.860
H -0.407 3.630 2.913
H 4.182 -6.062 -0.403
H -3.228 3.275 4.064
H 4.431 -8.433 1.533
H -2.682 -0.204 -1.742
H -3.474 0.838 1.032
H -2.696 -1.172 -0.258
H -3.500 1.775 -0.455
```

Calculated values
- total charge = -2
- total energy (Eh) = -3222.623641